(1)
160
Properties=species:S:1:pos:R:3:mulliken_charge:R:1 method="wB97M-V/def2-TZVPD" gap_ha=0.0650 total_charge=-1 max_force_ha_per_bohr=0.129 energy_ev=-86789.1232
Hg 5.120 -1.464 1.169 0.0135
C -0.646 1.162 -0.813 -1.1311
C 0.184 0.411 0.167 0.6469
C -0.646 -0.542 0.989 -1.1036
O 1.296 -0.213 -0.405 -0.7019
H -1.173 0.610 -1.592 0.2799
H 0.018 1.811 -1.385 0.2396
H -1.417 1.716 -0.278 0.3406
H 0.523 1.130 0.913 0.1238
H 0.016 -1.043 1.695 0.2580
H -1.151 -1.171 0.256 0.2083
H -1.428 -0.071 1.585 0.3362
C 2.856 -3.190 7.581 -0.3859
C 2.288 -4.318 8.309 0.4042
C 1.942 -5.600 7.464 0.4937
O 1.408 -6.555 8.083 -0.5896
C 2.201 -5.574 6.013 -0.3450
C 2.752 -4.499 5.448 0.3817
C 3.103 -3.268 6.227 0.3649
O 3.635 -2.175 5.699 -0.6063
O 3.113 -4.676 4.205 -0.5901
O 2.094 -4.411 9.540 -0.5803
H 3.117 -2.262 8.068 0.4671
H 1.998 -6.442 5.403 0.4754
C -3.343 -3.657 -4.505 -1.1550
C -2.825 -4.598 -3.360 0.3478
C -3.397 -6.058 -3.602 -0.7439
O -4.802 -6.035 -3.726 -0.3360
C -5.622 -5.569 -2.656 -0.6494
N -1.344 -4.546 -3.358 -0.7300
H -4.432 -3.638 -4.546 0.3050
H -3.017 -3.936 -5.507 0.3131
H -3.091 -2.628 -4.249 0.3378
H -3.164 -4.377 -2.348 0.2727
H -3.129 -6.752 -2.805 0.3863
H -3.035 -6.524 -4.518 0.3227
H -5.274 -4.621 -2.246 0.2787
H -5.449 -6.252 -1.824 0.2964
H -6.678 -5.593 -2.927 0.2236
H -1.034 -5.357 -2.841 0.2552
H -1.090 -3.737 -2.810 0.2747
C -2.214 9.023 -4.632 -1.3187
C -2.577 8.306 -3.270 0.3415
C -2.343 6.758 -3.388 -0.5872
O -3.263 6.417 -4.408 -0.3098
C -2.961 5.199 -5.112 -0.6564
N -1.788 8.904 -2.210 -0.7417
H -2.097 10.098 -4.493 0.4113
H -2.917 8.922 -5.458 0.2974
H -1.196 8.774 -4.932 0.2768
H -3.629 8.478 -3.044 0.3488
H -2.584 6.241 -2.459 0.3633
H -1.320 6.619 -3.738 0.2683
H -3.750 4.907 -5.804 0.2411
H -2.924 4.408 -4.363 0.2751
H -1.982 5.356 -5.565 0.2745
H -0.869 8.487 -2.200 0.2508
H -2.073 8.697 -1.263 0.2651
C 0.908 3.634 6.747 -1.3337
C 1.272 4.220 8.121 0.3123
C 1.953 5.638 8.062 -0.6552
O 3.154 5.603 7.303 -0.3278
C 3.602 6.884 6.862 -0.8425
N 0.102 4.022 8.948 -0.6608
H 1.809 3.794 6.155 0.3509
H 0.132 4.215 6.248 0.3484
H 0.683 2.570 6.816 0.3258
H 2.129 3.616 8.417 0.2607
H 2.313 5.974 9.035 0.3334
H 1.291 6.370 7.599 0.3662
H 3.195 7.114 5.877 0.3179
H 4.691 6.925 6.873 0.3004
H 3.439 7.803 7.425 0.3461
H 0.371 4.561 9.759 0.2841
H -0.709 4.495 8.575 0.2735
C 4.729 5.532 0.446 -1.4208
C 5.905 4.575 0.411 0.4114
C 7.222 5.261 0.892 -0.7502
O 7.531 6.480 0.202 -0.3602
C 7.987 6.193 -1.054 -0.7188
N 5.591 3.463 1.244 -0.6712
H 3.865 5.210 -0.134 0.3571
H 5.092 6.522 0.170 0.3833
H 4.365 5.587 1.472 0.3448
H 5.971 4.187 -0.606 0.2396
H 8.065 4.570 0.886 0.3844
H 7.038 5.624 1.904 0.3699
H 8.766 5.431 -1.085 0.3276
H 8.418 7.083 -1.513 0.2852
H 7.207 5.930 -1.769 0.2454
H 5.767 3.830 2.168 0.3099
H 4.582 3.438 1.273 0.2640
C 7.665 -6.389 -1.668 -1.4228
C 7.376 -5.294 -2.664 0.4401
C 7.162 -5.805 -4.058 -0.7818
O 8.308 -6.602 -4.392 -0.2900
C 8.256 -7.385 -5.528 -0.7519
N 6.220 -4.583 -2.236 -0.6092
H 8.622 -6.870 -1.870 0.3410
H 6.895 -7.161 -1.663 0.3685
H 7.895 -5.835 -0.758 0.3722
H 8.284 -4.691 -2.681 0.1978
H 7.014 -4.992 -4.768 0.3994
H 6.303 -6.465 -4.181 0.3719
H 9.234 -7.801 -5.769 0.2357
H 8.011 -6.781 -6.401 0.2934
H 7.546 -8.196 -5.360 0.3051
H 5.875 -4.150 -3.081 0.2683
H 5.483 -5.215 -1.960 0.2625
C 1.587 1.490 -6.617 -1.4033
C 3.027 1.665 -6.345 0.5288
C 3.302 3.034 -5.713 -0.7478
O 3.066 4.096 -6.612 -0.3275
C 3.364 5.355 -6.107 -0.6654
N 3.370 0.572 -5.510 -0.7584
H 1.303 2.370 -7.195 0.3505
H 0.986 1.409 -5.711 0.3319
H 1.385 0.562 -7.151 0.3890
H 3.637 1.666 -7.248 0.1924
H 4.337 3.135 -5.387 0.4347
H 2.696 3.228 -4.828 0.3431
H 4.355 5.372 -5.653 0.2831
H 2.549 5.716 -5.480 0.2395
H 3.316 6.066 -6.932 0.2526
H 2.960 -0.274 -5.880 0.2866
H 2.886 0.644 -4.627 0.2703
C -8.457 -6.854 3.151 -1.2829
C -7.594 -7.861 3.990 0.5027
C -6.146 -7.369 4.225 -0.7016
O -5.279 -7.324 3.107 -0.3007
C -4.123 -6.600 3.356 -0.7834
N -8.344 -8.271 5.177 -0.6823
H -8.002 -6.701 2.173 0.3062
H -8.517 -5.911 3.694 0.3214
H -9.481 -7.210 3.039 0.3874
H -7.381 -8.682 3.304 0.1584
H -5.691 -8.054 4.941 0.3225
H -6.209 -6.416 4.751 0.3676
H -3.752 -6.771 4.367 0.3334
H -4.192 -5.512 3.388 0.3164
H -3.337 -6.968 2.696 0.2721
H -8.092 -9.118 5.666 0.2295
H -9.319 -8.422 4.962 0.2326
C -7.464 1.513 -1.993 -1.4330
C -8.017 0.716 -0.776 0.6210
C -7.013 0.864 0.360 -0.8334
O -7.516 0.081 1.425 -0.2693
C -6.895 0.226 2.679 -0.7558
N -9.289 1.325 -0.417 -0.7483
H -6.492 1.100 -2.261 0.3907
H -7.273 2.582 -1.902 0.3736
H -8.015 1.305 -2.910 0.3680
H -8.053 -0.345 -1.023 0.1945
H -7.000 1.864 0.794 0.3652
H -6.030 0.598 -0.029 0.3659
H -5.821 0.042 2.653 0.2923
H -7.309 -0.396 3.473 0.2555
H -6.934 1.273 2.978 0.3166
H -9.697 0.698 0.261 0.2448
H -9.967 1.268 -1.164 0.2510

***

(2)
153
Properties=species:S:1:pos:R:3:mulliken_charge:R:1 method="wB97M-V/def2-TZVPD" gap_ha=0.3198 smiles=CC1(C)CCCC(C)(C)N1O.CC1(C)CCCC(C)(C)N1O.CC1(C)CCCC(C)(C)N1O.COC[C@H](C)N.COC[C@H](C)N.COC[C@H](C)N.CO.CO max_force_ha_per_bohr=0.079 energy_ev=-69418.9530
C 10.793 7.029 10.776 -1.8318
C 10.672 7.824 12.068 1.6282
C 9.179 7.589 12.538 -1.7351
C 11.651 7.329 13.150 -1.5138
C 11.801 8.392 14.286 0.7774
C 12.122 9.790 13.813 -1.1079
C 11.035 10.260 12.811 2.9337
C 9.744 10.474 13.569 -1.5547
C 11.633 11.524 12.189 -2.5496
N 11.001 9.203 11.718 -0.1866
O 9.910 9.666 10.872 -0.5212
H 10.432 6.045 10.831 0.4533
H 10.260 7.472 9.917 0.3910
H 11.848 6.916 10.446 0.3448
H 8.555 8.361 12.111 0.3158
H 8.871 6.607 12.239 0.4957
H 8.982 7.617 13.624 0.2983
H 11.329 6.464 13.714 0.4315
H 12.537 7.152 12.510 0.2724
H 10.925 8.437 14.903 -0.0781
H 12.631 8.059 14.942 -0.1147
H 13.112 9.874 13.401 0.5266
H 12.172 10.577 14.533 -0.2002
H 9.815 11.275 14.371 0.0967
H 9.433 9.675 14.194 0.3263
H 8.923 10.809 12.915 0.4066
H 12.291 11.331 11.346 0.3874
H 12.053 12.195 12.923 0.2693
H 10.801 12.003 11.682 0.5887
H 10.344 9.819 10.045 0.3647
C 12.552 10.181 17.461 0.9524
C 12.346 10.599 18.916 1.5753
C 13.692 10.928 19.600 -1.4321
C 11.437 11.865 18.976 -1.0926
C 10.001 11.571 18.568 1.6266
C 9.385 10.481 19.413 -1.8050
C 10.265 9.217 19.490 1.7811
C 9.830 8.332 20.658 -2.0119
C 10.156 8.478 18.075 -0.8996
N 11.693 9.551 19.794 0.0910
O 12.455 8.305 19.844 -0.4467
H 11.648 10.333 16.849 -1.0351
H 13.426 10.652 17.033 -0.3337
H 12.775 9.109 17.451 -0.0611
H 14.234 11.533 18.835 -0.1240
H 13.473 11.404 20.560 0.4429
H 14.183 10.008 19.812 0.3837
H 11.596 12.284 19.993 0.5090
H 11.894 12.621 18.350 -0.1507
H 9.391 12.501 18.530 -0.4914
H 10.074 11.228 17.521 -0.5143
H 8.349 10.335 19.105 0.4298
H 9.212 10.867 20.429 0.3947
H 8.774 8.127 20.390 0.4473
H 10.044 8.737 21.623 0.4470
H 10.254 7.268 20.510 0.3632
H 9.201 7.986 17.942 0.6451
H 10.962 7.687 17.937 0.1984
H 10.266 9.203 17.186 -0.2773
H 12.442 8.102 20.819 0.3523
C 16.147 12.518 16.305 -0.4084
C 16.909 13.613 16.951 2.0970
C 17.133 13.172 18.392 -2.0082
C 18.205 13.871 16.266 -1.3306
C 18.899 15.087 16.874 -0.8338
C 18.000 16.331 16.572 -0.8939
C 16.567 16.218 17.172 1.2658
C 16.605 16.529 18.681 -1.7612
C 15.530 17.226 16.587 -1.9541
N 16.066 14.882 16.831 0.7143
O 14.740 14.651 17.527 -0.5832
H 15.728 12.842 15.356 -0.1546
H 16.786 11.638 16.229 0.4320
H 15.309 12.267 16.993 -0.8539
H 17.714 12.224 18.420 0.3672
H 17.761 13.844 18.991 0.4721
H 16.215 12.978 18.909 0.2689
H 18.826 12.966 16.266 0.4267
H 17.958 13.884 15.175 0.3801
H 19.176 15.105 17.908 0.4384
H 19.770 15.144 16.264 0.4637
H 17.857 16.496 15.497 0.2756
H 18.420 17.263 17.003 0.3912
H 15.701 16.450 19.298 0.2748
H 17.052 17.475 18.835 0.5093
H 17.229 15.784 19.153 0.4449
H 15.498 17.145 15.493 0.1643
H 15.691 18.336 16.847 0.2930
H 14.583 16.953 16.949 0.5805
H 14.132 14.287 16.847 0.2674
C 10.565 15.488 11.005 -0.8598
O 11.220 16.146 12.137 -0.2802
C 12.285 16.922 11.675 -0.7756
C 12.871 17.813 12.793 0.4292
C 14.175 18.538 12.500 -1.3050
N 13.087 17.003 14.021 -0.6971
H 10.119 16.130 10.271 0.3927
H 9.799 14.825 11.440 0.2516
H 11.265 14.846 10.434 0.3137
H 13.045 16.301 11.195 0.1945
H 11.968 17.516 10.808 0.5636
H 12.099 18.512 12.968 0.3492
H 14.241 18.894 11.478 0.3742
H 14.968 17.762 12.646 0.2320
H 14.470 19.364 13.172 0.3510
H 13.646 17.566 14.651 0.1402
H 12.254 16.894 14.598 0.2082
C 6.660 19.787 19.751 -0.7352
O 6.785 18.386 19.916 -0.3297
C 6.587 17.701 18.732 -0.8330
C 6.826 16.197 18.750 0.7905
C 8.315 15.804 18.997 -1.1228
N 6.493 15.675 17.430 -0.6617
H 7.138 20.178 18.860 0.3244
H 7.059 20.208 20.693 0.2365
H 5.619 20.070 19.695 0.3115
H 5.548 18.002 18.436 0.3095
H 7.328 17.978 17.961 0.2875
H 6.185 15.661 19.500 0.2587
H 8.920 16.442 18.333 0.2882
H 8.402 14.721 18.725 0.0783
H 8.687 15.976 20.020 0.3983
H 7.291 15.418 16.834 0.1713
H 5.973 16.275 16.782 0.2548
C 15.731 9.588 14.754 -0.4541
O 16.961 9.155 15.333 -0.4573
C 16.844 8.667 16.674 -0.4932
C 15.867 7.597 16.926 1.5742
C 15.652 7.159 18.417 -1.4111
N 16.367 6.423 16.103 -0.7186
H 15.091 10.299 15.264 -0.0667
H 15.124 8.686 14.550 0.4169
H 16.094 9.971 13.809 0.3884
H 17.860 8.321 16.898 0.3755
H 16.592 9.507 17.389 0.0121
H 14.837 7.921 16.628 -0.5537
H 15.093 7.885 18.970 0.1313
H 16.589 6.940 18.892 0.3358
H 15.007 6.341 18.397 0.4836
H 15.672 5.684 15.983 0.2526
H 16.742 6.721 15.207 0.2422
C 14.940 14.394 12.371 -1.0340
O 13.785 14.337 13.215 0.1805
H 15.664 15.130 12.835 0.1586
H 15.401 13.454 12.384 0.3955
H 14.723 14.605 11.326 0.3019
H 13.735 15.237 13.585 -0.1260
C 11.371 13.956 15.739 -0.4412
O 12.633 13.412 15.594 1.1824
H 10.953 13.543 16.679 -0.1612
H 11.436 15.070 15.840 -0.0854
H 10.824 13.757 14.768 0.1318
H 13.033 13.734 14.728 -0.0951